(1)
Computed, not measured: a cluster of 5 separate species, C6H24N2O4 in total in a non-equilibrium geometry, with wB97M-V/def2-TZVPD.

Geometry (Å):
C (0.928, -2.261, -1.995)
C (1.571, -0.989, -1.358)
C (3.002, -1.338, -0.945)
N (0.695, -0.450, -0.290)
C (1.131, -0.230, 1.087)
C (0.295, 0.904, 1.686)
C (1.283, 1.709, 2.642)
N (-0.864, 0.344, 2.381)
H (1.192, -2.370, -3.048)
H (-0.112, -2.293, -1.673)
H (1.455, -3.103, -1.512)
H (1.581, -0.138, -2.087)
H (3.433, -1.983, -1.716)
H (3.091, -1.733, 0.086)
H (3.687, -0.469, -0.933)
H (-0.212, -0.936, -0.310)
H (1.143, -1.133, 1.737)
H (2.173, 0.074, 1.043)
H (0.004, 1.590, 0.842)
H (2.184, 1.244, 2.991)
H (1.363, 2.716, 2.230)
H (0.852, 1.930, 3.646)
H (-0.488, -0.517, 2.813)
H (-1.173, 0.993, 3.089)
O (-0.510, 2.191, -0.945)
H (-0.114, 1.341, -0.644)
H (-0.316, 2.399, -1.872)
O (-1.973, -1.660, 0.271)
H (-1.787, -0.973, 0.935)
H (-2.738, -1.301, -0.210)
O (-3.003, 1.907, -1.834)
H (-2.727, 1.507, -2.675)
H (-2.151, 2.245, -1.477)
O (-4.218, -0.138, -0.668)
H (-4.428, 0.402, 0.101)
H (-4.248, 0.519, -1.388)

Results
Charge: 0
Electronic energy: -17780.8045 eV
Energy above the lowest of the compared OMol25 structures with the same formula, charge and spin: 24.4 kcal/mol
2S+1: 1
Gap between HOMO and LUMO: 9.2450 eV
Structure (SMILES): CC(C)NC[C@H](C)N.O.O.O.O

(2)
Computed, not measured: a structure of composition C25H27N4O3PtS, with wB97M-V/def2-TZVPD.

Geometry (Å):
Pt (-0.555, 0.114, -0.700)
O (-1.675, -2.026, -0.251)
C (-2.438, -2.145, 0.978)
C (-1.547, -2.316, 2.200)
C (-0.472, -1.224, 2.309)
C (-1.086, 0.140, 2.420)
C (-1.645, 0.578, 3.618)
C (-2.239, 1.825, 3.680)
C (-2.256, 2.629, 2.547)
C (-1.683, 2.144, 1.391)
N (-1.132, 0.922, 1.330)
H (-1.081, -2.788, -0.291)
H (-3.112, -2.997, 0.886)
H (-3.039, -1.237, 1.041)
H (-1.058, -3.293, 2.169)
H (-2.184, -2.306, 3.086)
H (0.182, -1.250, 1.435)
H (0.151, -1.425, 3.181)
H (-1.594, -0.056, 4.492)
H (-2.676, 2.177, 4.606)
H (-2.699, 3.614, 2.562)
H (-1.638, 2.749, 0.495)
C (-4.637, 2.598, -3.192)
N (-3.762, 1.567, -3.744)
C (-3.628, 1.258, -5.052)
C (-2.742, 0.215, -5.145)
N (-2.333, -0.098, -3.883)
C (-2.958, 0.749, -3.007)
S (-2.839, 0.845, -1.331)
C (-1.510, -1.237, -3.605)
C (-1.781, -2.405, -4.300)
C (-0.933, -3.488, -4.131)
C (0.157, -3.346, -3.288)
C (0.324, -2.151, -2.609)
N (-0.507, -1.108, -2.741)
H (-5.287, 2.971, -3.979)
H (-4.052, 3.425, -2.793)
H (-5.251, 2.178, -2.398)
H (-4.152, 1.784, -5.835)
H (-2.371, -0.300, -6.016)
H (-2.642, -2.469, -4.952)
H (-1.122, -4.421, -4.646)
H (0.866, -4.149, -3.145)
H (1.153, -2.008, -1.929)
C (1.596, 4.183, -0.634)
C (1.392, 2.749, -1.015)
O (0.262, 2.267, -0.944)
C (2.568, 1.974, -1.467)
C (3.630, 2.604, -2.068)
C (4.760, 1.888, -2.500)
C (4.867, 0.513, -2.245)
C (3.844, -0.148, -1.629)
C (2.619, 0.532, -1.268)
O (1.678, -0.139, -0.778)
H (0.764, 4.517, -0.019)
H (1.616, 4.805, -1.534)
H (2.537, 4.328, -0.107)
H (3.600, 3.675, -2.225)
H (5.560, 2.408, -3.011)
H (5.768, -0.014, -2.527)
H (3.914, -1.201, -1.388)

Results
Charge: +3
Electronic energy: -52520.7240 eV
Energy above the lowest of the compared OMol25 structures with the same formula, charge and spin: 0.0 kcal/mol
2S+1: 5
Gap between HOMO and LUMO (spin up / spin down): 8.2310 / 5.1799 eV

(3)
Computed, not measured: a structure of composition C20H36CrNOP2 in a non-equilibrium geometry, with wB97M-V/def2-TZVPD.

Geometry (Å):
P (4.618, 3.339, -1.541)
P (5.666, 0.258, -1.665)
C (6.456, 2.982, -1.705)
C (6.752, 1.620, -2.331)
H (6.881, 3.054, -0.691)
H (6.881, 3.786, -2.326)
H (6.600, 1.638, -3.421)
H (7.789, 1.315, -2.121)
C (6.595, -0.036, -0.089)
H (6.200, -0.944, 0.387)
H (6.468, 0.815, 0.595)
H (7.660, -0.171, -0.324)
C (6.282, -1.161, -2.663)
H (7.365, -1.283, -2.494)
H (6.078, -0.957, -3.727)
H (5.740, -2.063, -2.342)
C (4.732, 5.030, -0.823)
H (3.710, 5.416, -0.710)
H (5.318, 5.681, -1.492)
H (5.214, 4.958, 0.164)
C (4.356, 3.784, -3.321)
H (4.459, 2.892, -3.953)
H (5.102, 4.535, -3.617)
H (3.346, 4.192, -3.432)
Cr (0.267, 0.495, -0.278)
C (2.217, -1.101, -1.158)
C (2.520, -0.789, 0.144)
C (3.313, 0.363, 0.685)
C (2.779, 1.814, 0.971)
C (1.855, 2.486, 0.012)
C (1.723, 2.200, -1.330)
C (2.632, 1.276, -2.082)
C (2.307, -0.212, -2.365)
C (-1.542, 1.416, -0.362)
H (1.720, -2.061, -1.359)
H (2.194, -1.499, 0.914)
H (4.241, 0.496, 0.095)
H (3.703, 0.020, 1.661)
H (2.343, 1.815, 1.981)
H (3.690, 2.434, 1.093)
H (1.224, 3.261, 0.468)
H (1.017, 2.776, -1.934)
H (3.596, 1.241, -1.535)
H (2.854, 1.726, -3.065)
H (1.407, -0.285, -3.002)
H (3.134, -0.582, -3.002)
H (-2.169, 0.863, -1.078)
H (-1.455, 2.462, -0.694)
H (-2.016, 1.390, 0.629)
O (-0.373, -1.140, 0.297)
N (-1.481, -1.550, 0.926)
C (-1.606, -1.334, 2.263)
C (-2.798, -1.681, 2.887)
C (-3.822, -2.291, 2.167)
C (-3.627, -2.533, 0.811)
C (-2.449, -2.155, 0.192)
H (-0.782, -0.844, 2.783)
H (-2.883, -1.511, 3.960)
H (-4.755, -2.573, 2.659)
H (-4.406, -2.977, 0.197)
H (-2.248, -2.316, -0.861)

Results
Charge: 0
Electronic energy: -71854.5236 eV
2S+1: 6
Gap between HOMO and LUMO (spin up / spin down): 4.3617 / 8.2967 eV

(4)
Computed, not measured: a structure of composition C14H3Cl5N2O5RuSe in a non-equilibrium geometry, with wB97M-V/def2-TZVPD.

Geometry (Å):
Ru (1.283, -1.325, 1.097)
O (-0.748, 1.061, 3.839)
C (-0.057, 0.539, 2.987)
O (0.398, -0.668, 2.965)
C (0.421, 1.375, 1.823)
C (-0.081, 2.588, 1.395)
C (0.570, 3.218, 0.338)
C (1.697, 2.641, -0.243)
C (2.116, 1.417, 0.241)
N (1.468, 0.829, 1.232)
C (3.302, 0.589, -0.219)
O (4.215, 1.141, -0.804)
O (3.195, -0.654, 0.095)
H (-0.955, 3.000, 1.878)
H (0.204, 4.170, -0.026)
H (2.238, 3.108, -1.054)
Cl (-3.513, -0.180, -4.381)
C (-2.699, -0.503, -2.895)
C (-1.343, -0.811, -2.889)
Cl (-0.446, -0.857, -4.359)
C (-0.711, -1.088, -1.690)
Cl (0.970, -1.465, -1.611)
C (-1.372, -1.085, -0.450)
O (-0.782, -1.366, 0.666)
C (-2.746, -0.759, -0.486)
Cl (-3.583, -0.735, 1.015)
C (-3.390, -0.477, -1.681)
Cl (-5.069, -0.089, -1.672)
Se (2.178, -3.167, 2.375)
C (1.739, -4.717, 1.507)
N (1.503, -5.731, 1.007)

Results
Charge: -1
Electronic energy: -158326.9562 eV
Energy above the lowest of the compared OMol25 structures with the same formula, charge and spin: 64.3 kcal/mol
2S+1: 2
Gap between HOMO and LUMO (spin up / spin down): 6.8141 / 6.9437 eV

(5)
Computed, not measured: a cluster of 2 separate species, C6H14N2O2 in total in a non-equilibrium geometry, with wB97M-V/def2-TZVPD.

Geometry (Å):
C (-2.273, -2.683, -0.350)
N (-0.861, -3.059, -0.252)
C (0.101, -2.109, -0.377)
C (1.516, -2.620, -0.389)
O (-0.161, -0.918, -0.439)
H (-2.646, -3.033, -1.315)
H (-2.809, -3.241, 0.416)
H (-2.333, -1.607, -0.308)
H (-0.619, -4.013, -0.474)
H (2.247, -1.819, -0.371)
H (1.701, -3.388, 0.367)
H (1.655, -3.215, -1.298)
C (0.152, 2.008, -1.507)
N (0.744, 1.830, -0.201)
C (0.242, 2.499, 0.871)
C (0.995, 2.294, 2.151)
O (-0.660, 3.307, 0.734)
H (-0.253, 3.003, -1.627)
H (0.945, 1.790, -2.231)
H (-0.594, 1.239, -1.705)
H (1.330, 1.023, -0.085)
H (1.990, 2.717, 2.081)
H (0.460, 2.709, 3.014)
H (0.942, 1.263, 2.506)

Results
Charge: 0
Electronic energy: -13524.8086 eV
Energy above the lowest of the compared OMol25 structures with the same formula, charge and spin: 18.8 kcal/mol
2S+1: 1
Gap between HOMO and LUMO: 9.4540 eV
Structure (SMILES): CNC(C)=O.CNC(C)=O

Which formula does entry 4 have? C14H3Cl5N2O5RuSe